# 1
The following is a DFT calculation (ωB97M-V/def2-TZVPD) of 10 unconnected molecules or ions with the total composition C40H60O30 in a non-equilibrium geometry.

Total energy in Eh: -3817.36126
HOMO level in eV: -10.53
Lowest unoccupied orbital energy in eV: 0.039
Spin multiplicity: 1
SMILES string: C[C@H]1COC(=O)O1.C[C@H]1COC(=O)O1.C[C@H]1COC(=O)O1.C[C@H]1COC(=O)O1.C[C@H]1COC(=O)O1.C[C@H]1COC(=O)O1.C[C@H]1COC(=O)O1.C[C@H]1COC(=O)O1.C[C@H]1COC(=O)O1.C[C@H]1COC(=O)O1

Last column: Löwdin charge in e.
Element x y z (Å)
C (-3.8575, -6.9541, -0.7205)  -0.021
C (-5.3082, -6.5453, -0.8949)  -0.334
C (-5.9639, -6.1322, 0.4031)  -0.122
O (-6.5966, -4.9071, 0.1748)  0.091
C (-6.1774, -4.4043, -0.9816)  -0.521
O (-6.4021, -3.2740, -1.3995)  0.131
O (-5.4234, -5.3326, -1.6474)  0.079
H (-3.3124, -6.1886, -0.1684)  0.096
H (-3.5053, -7.0602, -1.7466)  0.086
H (-3.8402, -7.9616, -0.3048)  0.091
H (-5.8800, -7.3713, -1.3180)  0.149
H (-5.2548, -6.0422, 1.2259)  0.138
H (-6.7167, -6.8910, 0.6168)  0.136
C (-4.3163, 5.9077, 6.3508)  -0.009
C (-4.4049, 7.4746, 6.3198)  -0.296
C (-5.1783, 8.1818, 5.1557)  -0.046
O (-6.4172, 8.5560, 5.8317)  0.040
C (-6.3343, 8.4301, 7.1825)  -0.529
O (-7.1823, 8.8426, 7.9597)  0.129
O (-5.1381, 7.8907, 7.4451)  0.068
H (-3.4551, 5.6642, 5.7286)  0.080
H (-5.2314, 5.5254, 5.8987)  0.082
H (-4.2501, 5.5356, 7.3732)  0.085
H (-3.3671, 7.8078, 6.3230)  0.142
H (-5.3246, 7.5221, 4.3004)  0.128
H (-4.7438, 9.1154, 4.7984)  0.127
C (-9.2205, -2.8965, -9.0937)  -0.010
C (-8.2550, -3.3458, -7.9064)  -0.256
C (-7.3018, -4.5015, -8.2983)  -0.072
O (-6.0792, -4.0385, -7.7686)  0.085
C (-6.1022, -2.8068, -7.4296)  -0.570
O (-5.0931, -2.2291, -6.9881)  0.103
O (-7.3435, -2.2744, -7.6019)  0.075
H (-10.1088, -3.5278, -9.1176)  0.072
H (-8.8343, -3.0698, -10.0982)  0.075
H (-9.6224, -1.9012, -8.9041)  0.080
H (-8.7882, -3.5500, -6.9778)  0.150
H (-7.1422, -4.5453, -9.3757)  0.131
H (-7.5202, -5.4841, -7.8800)  0.138
C (-1.4394, -0.2228, 0.6223)  -0.009
C (-2.0075, 1.2429, 0.5353)  -0.352
C (-2.1522, 1.8050, -0.8698)  -0.075
O (-3.2904, 2.6647, -0.6293)  0.044
C (-3.9816, 2.2694, 0.5078)  -0.521
O (-4.9455, 2.7876, 0.9802)  0.169
O (-3.2782, 1.2591, 1.0371)  0.083
H (-1.5636, -0.7267, 1.5808)  0.079
H (-0.3850, -0.0772, 0.3878)  0.078
H (-1.8469, -0.9638, -0.0654)  0.078
H (-1.3882, 1.8623, 1.1842)  0.156
H (-2.2923, 1.1166, -1.7032)  0.138
H (-1.2263, 2.3667, -0.9942)  0.133
C (-3.2716, 7.6317, -4.4251)  -0.012
C (-3.7306, 9.0202, -4.0252)  -0.347
C (-4.0505, 9.1336, -2.4876)  -0.093
O (-3.2427, 10.2170, -2.0586)  0.064
C (-2.6119, 10.7481, -3.1859)  -0.514
O (-1.9709, 11.7797, -3.2991)  0.136
O (-2.7020, 9.8950, -4.1713)  0.091
H (-2.6484, 7.2748, -3.6052)  0.090
H (-2.7624, 7.5255, -5.3830)  0.087
H (-4.1617, 7.0112, -4.5295)  0.088
H (-4.5548, 9.4430, -4.5996)  0.154
H (-3.8465, 8.2282, -1.9159)  0.130
H (-5.1308, 9.2780, -2.4766)  0.126
C (9.4200, 3.0311, -3.6076)  -0.022
C (8.9483, 2.7590, -2.2146)  -0.407
C (8.7787, 3.9633, -1.3289)  -0.110
O (7.3987, 4.1153, -1.2655)  0.067
C (6.7811, 2.9907, -1.6898)  -0.477
O (5.5712, 2.8027, -1.6651)  0.133
O (7.7487, 2.1265, -2.1476)  0.104
H (9.6542, 2.0499, -4.0205)  0.089
H (10.3081, 3.6597, -3.6739)  0.091
H (8.6385, 3.4762, -4.2235)  0.094
H (9.7536, 2.1562, -1.7948)  0.156
H (9.2781, 4.8916, -1.6066)  0.143
H (9.0388, 3.6623, -0.3141)  0.139
C (4.7345, 9.7124, -0.2217)  -0.015
C (3.1974, 9.7192, -0.6340)  -0.261
C (2.7811, 8.6263, -1.6880)  -0.086
O (1.7147, 8.0440, -1.0177)  0.081
C (1.5580, 8.3873, 0.2345)  -0.552
O (0.7842, 7.8522, 1.0434)  0.110
O (2.4567, 9.3274, 0.5121)  0.083
H (5.0522, 8.7466, 0.1712)  0.084
H (4.9303, 10.5091, 0.4959)  0.075
H (5.3747, 10.0012, -1.0553)  0.075
H (2.9010, 10.7000, -1.0060)  0.145
H (3.6819, 8.0259, -1.8152)  0.127
H (2.4780, 9.0433, -2.6484)  0.135
C (1.6553, -8.9620, 8.8298)  -0.024
C (1.8105, -8.7855, 7.3246)  -0.325
C (1.0275, -9.7997, 6.5215)  -0.148
O (0.2824, -9.0923, 5.6007)  0.073
C (0.2605, -7.7648, 5.9513)  -0.438
O (-0.3285, -6.8071, 5.3808)  0.095
O (1.0897, -7.6223, 7.0169)  0.073
H (2.0375, -8.0557, 9.2994)  0.089
H (2.1257, -9.8477, 9.2571)  0.086
H (0.6358, -9.1597, 9.1608)  0.089
H (2.8468, -8.8166, 6.9881)  0.157
H (0.3512, -10.3558, 7.1707)  0.133
H (1.7335, -10.5129, 6.0961)  0.139
C (2.5672, -7.0176, -1.0581)  -0.015
C (2.7885, -8.4846, -0.4983)  -0.325
C (3.6941, -9.4126, -1.3713)  -0.059
O (4.6971, -9.7539, -0.4551)  0.087
C (4.6046, -9.1333, 0.6820)  -0.500
O (5.4084, -9.1621, 1.6507)  0.089
O (3.4437, -8.3937, 0.7019)  0.071
H (3.4936, -6.6116, -1.4642)  0.075
H (2.1358, -6.3470, -0.3150)  0.082
H (1.9387, -7.0235, -1.9487)  0.077
H (1.7724, -8.8463, -0.3406)  0.144
H (4.1203, -8.7639, -2.1366)  0.134
H (3.1797, -10.3336, -1.6455)  0.140
C (5.7708, -3.0471, 2.3556)  -0.007
C (7.2665, -3.2964, 2.6426)  -0.302
C (8.0983, -4.1220, 1.6633)  -0.074
O (9.2620, -3.3493, 1.3431)  0.096
C (9.1502, -2.1907, 1.9334)  -0.568
O (10.0088, -1.2996, 1.9481)  0.102
O (8.0079, -2.0758, 2.6387)  0.076
H (5.5710, -2.6097, 1.3774)  0.088
H (5.3548, -2.3248, 3.0580)  0.083
H (5.2229, -3.9723, 2.5346)  0.085
H (7.5062, -3.7435, 3.6074)  0.150
H (7.5212, -4.1801, 0.7405)  0.132
H (8.3999, -5.0902, 2.0629)  0.139

---

# 2
The following is a DFT calculation (ωB97M-V/def2-TZVPD) of 10 unconnected molecules or ions with the total composition C40H60O5S5 in a non-equilibrium geometry.

Total energy in Eh: -3927.02799
HOMO level in eV: -8.56
Lowest unoccupied orbital energy in eV: 0.606
Spin multiplicity: 1

Last column: Löwdin charge in e.
Element x y z (Å)
C (2.4287, 0.3492, -1.3369)  -0.088
C (2.1383, 0.4338, 0.0369)  -0.062
C (2.8838, 1.3584, 0.8271)  -0.087
C (3.9055, 2.1765, 0.2993)  -0.061
C (4.1759, 2.0192, -1.0942)  -0.111
C (3.5273, 1.0715, -1.8912)  -0.098
H (1.9007, -0.2801, -2.0073)  0.043
H (1.3180, -0.0779, 0.5205)  0.064
H (2.6501, 1.4217, 1.8882)  0.070
H (4.3090, 2.8843, 1.0013)  0.084
H (4.9536, 2.6096, -1.6004)  0.097
H (3.7925, 0.9365, -2.9754)  0.114
C (-0.8511, -0.6258, 1.9480)  -0.124
C (-0.5752, -1.8524, 1.3696)  -0.089
C (-0.8678, -2.0361, 0.0121)  -0.051
C (-1.2116, -0.8877, -0.7984)  -0.062
C (-1.4078, 0.3616, -0.1829)  -0.094
C (-1.2242, 0.5007, 1.2237)  -0.081
H (-0.8116, -0.5055, 2.9803)  0.079
H (-0.4688, -2.7707, 1.9680)  0.101
H (-0.8099, -2.9032, -0.5517)  0.062
H (-1.3744, -1.1729, -1.8380)  0.093
H (-1.6612, 1.1519, -0.8803)  0.082
H (-1.2771, 1.4897, 1.6253)  0.090
C (-6.0540, 2.5136, -2.3009)  -0.087
C (-5.0742, 1.8326, -3.0372)  -0.109
C (-4.2906, 2.5507, -3.9053)  -0.118
C (-4.3467, 3.9361, -3.9647)  -0.105
C (-5.3437, 4.6431, -3.2555)  -0.092
C (-6.1496, 3.9313, -2.3820)  -0.098
H (-6.7009, 1.8289, -1.7012)  0.110
H (-5.0744, 0.7345, -3.2218)  0.117
H (-3.5558, 2.0900, -4.5334)  0.097
H (-3.8352, 4.4737, -4.7304)  0.090
H (-5.4840, 5.7110, -3.3467)  0.098
H (-7.0243, 4.3154, -1.8425)  0.101
C (-3.0016, 4.8477, 5.1585)  -0.121
C (-4.0838, 4.1649, 4.6862)  -0.112
C (-4.2222, 3.8710, 3.3184)  -0.083
C (-3.2795, 4.3836, 2.4551)  -0.098
C (-2.1512, 5.0861, 2.9075)  -0.076
C (-1.9941, 5.3216, 4.2895)  -0.091
H (-2.8725, 4.9958, 6.2947)  0.126
H (-4.8100, 3.8168, 5.3981)  0.094
H (-4.9692, 3.2426, 2.9378)  0.084
H (-3.4245, 4.2388, 1.3879)  0.095
H (-1.4533, 5.5346, 2.2258)  0.071
H (-1.1609, 5.8878, 4.7327)  0.096
C (-1.4672, -5.4292, -4.7608)  -0.111
C (-0.9263, -5.9321, -5.9350)  -0.067
C (0.1049, -6.8851, -5.8276)  -0.108
C (0.5421, -7.2241, -4.5935)  -0.111
C (0.0303, -6.6443, -3.4198)  -0.093
C (-1.0057, -5.7572, -3.5356)  -0.116
H (-2.3141, -4.7425, -4.7618)  0.110
H (-1.3042, -5.6017, -6.8619)  0.086
H (0.4974, -7.3929, -6.6615)  0.087
H (1.2221, -8.0938, -4.5058)  0.111
H (0.4114, -6.7169, -2.4221)  0.059
H (-1.5150, -5.3998, -2.6016)  0.129
C (2.3071, -3.6399, -4.9285)  -0.292
S (2.0232, -2.4420, -3.6496)  0.812
O (0.5018, -2.4087, -3.5365)  -0.568
C (2.6209, -3.5896, -2.3704)  -0.231
H (1.4999, -4.4395, -4.7405)  0.068
H (3.3301, -4.0215, -4.9434)  0.049
H (2.1595, -3.2413, -5.9602)  0.062
H (1.9777, -4.4547, -2.3343)  0.029
H (2.5857, -3.1056, -1.4294)  0.035
H (3.6233, -3.8117, -2.7520)  0.053
C (-1.5664, 5.0415, -1.8121)  -0.285
S (0.1334, 5.1293, -1.1828)  0.791
O (0.1401, 5.2877, 0.2634)  -0.559
C (0.5060, 3.4083, -1.3868)  -0.278
H (-1.9847, 6.0620, -1.7222)  0.046
H (-2.1793, 4.2777, -1.2065)  0.083
H (-1.5379, 4.9391, -2.9331)  0.060
H (1.5712, 3.2555, -1.5687)  0.032
H (0.0011, 2.9590, -2.2680)  0.062
H (0.0516, 2.8151, -0.5266)  0.068
C (3.6683, 5.4984, 5.2090)  -0.271
S (3.4452, 4.7148, 3.6720)  0.760
O (3.6447, 3.2813, 3.9092)  -0.556
C (1.6863, 4.9240, 3.2976)  -0.254
H (2.6656, 5.3701, 5.7316)  0.084
H (3.9267, 6.4650, 4.9219)  0.020
H (4.4751, 4.9713, 5.6862)  0.053
H (1.4044, 5.9700, 3.2382)  0.054
H (1.1258, 4.4410, 4.0863)  0.044
H (1.6469, 4.4580, 2.2491)  0.063
C (-0.0535, -7.7828, 0.3653)  -0.255
S (1.1510, -6.4510, 0.3930)  0.815
O (0.5723, -5.3806, -0.4410)  -0.562
C (1.0704, -5.8737, 2.1026)  -0.241
H (0.0253, -8.4587, -0.4499)  0.035
H (-1.0202, -7.2597, 0.3797)  0.069
H (0.0203, -8.3957, 1.2374)  0.037
H (1.8954, -5.2026, 2.1666)  0.014
H (1.1851, -6.7493, 2.7328)  0.048
H (0.1110, -5.3635, 2.3373)  0.073
C (2.7088, -0.5083, 3.7103)  -0.249
S (2.2507, -2.1426, 4.3155)  0.766
O (2.8406, -3.0668, 3.3722)  -0.552
C (3.3689, -2.1456, 5.8024)  -0.237
H (3.7919, -0.6608, 3.6790)  0.065
H (2.3782, 0.3064, 4.2637)  0.034
H (2.2893, -0.3804, 2.7019)  0.023
H (3.0186, -2.9947, 6.4117)  0.045
H (3.1926, -1.1833, 6.2977)  0.047
H (4.3879, -2.2064, 5.3813)  0.059

---

# 3
The following is a DFT calculation (ωB97M-V/def2-TZVPD) of 12 unconnected molecules or ions with the total composition C40H63BBrCl22N3O10 in a non-equilibrium geometry.

Total energy in Eh: -15201.15437
HOMO level in eV: -6.91
Lowest unoccupied orbital energy in eV: -0.419
Spin multiplicity: 1
SMILES string: C#C[C@@](C=C)(O[C@](C=C)(COCC)[C@@](CCO)(N=C=O)O[C@@](CCCNCc1ccccc1O)(C[C@@H](C)Br)ON=O)B(O)O.ClCCl.ClCCl.ClCCl.ClCCl.ClCCl.ClCCl.ClCCl.ClCCl.ClCCl.ClCCl.ClCCl

Last column: Löwdin charge in e.
Element x y z (Å)
C (0.7888, 1.8958, 1.8159)  0.117
C (1.2124, 1.0545, 1.0628)  -0.019
C (1.6964, -0.1041, 0.1950)  -0.322
C (2.4852, -1.0106, 1.1183)  -0.061
C (3.8170, -0.6395, 1.4052)  0.031
O (0.7624, -0.6069, -0.7238)  -0.032
C (-0.1251, -1.6879, -0.4806)  -0.274
C (-0.7321, -1.9028, 0.9293)  -0.242
C (-1.3376, -0.9595, 1.7518)  -0.045
C (0.5960, -3.0025, -0.8938)  -0.115
O (-0.2065, -4.1821, -0.7030)  -0.162
C (0.1021, -5.1533, -1.6975)  -0.258
C (1.5891, -5.6458, -1.6137)  -0.105
C (-1.4202, -1.3652, -1.4267)  -0.318
C (-1.1402, -1.7029, -2.9223)  -0.056
C (-0.0866, -0.7984, -3.6330)  -0.205
O (-0.5806, 0.4888, -4.0148)  -0.119
N (-2.5201, -2.1512, -0.8374)  0.175
C (-2.9347, -3.0809, -1.5055)  -0.337
O (-3.2462, -4.0357, -2.1107)  0.164
O (-1.5211, 0.0363, -1.3029)  0.012
C (-2.7792, 0.6697, -1.3509)  -0.402
C (-2.3470, 2.1900, -1.5706)  -0.079
C (-2.4583, 3.0585, -0.2668)  -0.141
C (-1.9462, 4.5016, -0.6766)  -0.207
N (-0.7610, 4.9297, 0.0981)  -0.085
C (0.4274, 5.0983, -0.7524)  -0.163
C (1.6251, 5.5263, 0.1378)  -0.131
C (1.5331, 5.3770, 1.5325)  -0.057
C (2.6128, 5.7453, 2.3781)  -0.083
C (3.7864, 6.2572, 1.8084)  -0.109
C (3.8882, 6.4358, 0.4122)  -0.135
C (2.8115, 6.0665, -0.4148)  -0.265
O (2.9375, 6.2671, -1.7920)  0.006
C (-3.7507, 0.2994, -2.4928)  -0.159
C (-5.0405, 1.1240, -2.7590)  -0.629
C (-5.5763, 2.1273, -1.7304)  -0.151
Br (-4.8055, 2.1400, -4.4724)  0.696
O (-3.3334, 0.6538, -0.0124)  -0.043
N (-4.4753, -0.0982, 0.0999)  -0.024
O (-4.9650, 0.1142, 1.1522)  0.058
B (2.8729, 0.6067, -0.7312)  -0.554
O (3.4469, -0.0693, -1.8167)  0.148
O (3.3421, 1.9037, -0.4466)  0.136
H (0.6173, 2.6496, 2.5713)  0.044
H (2.0736, -1.9198, 1.5837)  0.055
H (4.6379, -0.8860, 0.6986)  0.084
H (4.1027, -0.0474, 2.2953)  0.082
H (-0.6423, -2.9652, 1.3845)  -0.021
H (-2.4478, -0.9449, 1.7949)  0.022
H (-0.8277, -0.2436, 2.4151)  0.010
H (0.9250, -3.0006, -1.9589)  0.126
H (1.5368, -3.1656, -0.3185)  0.138
H (-0.5317, -6.0562, -1.5843)  0.120
H (-0.1236, -4.7648, -2.7197)  0.113
H (2.2157, -4.8459, -2.0631)  0.077
H (1.7578, -6.5662, -2.1975)  0.054
H (1.8744, -5.7767, -0.5577)  0.046
H (-0.8003, -2.7473, -3.0850)  0.108
H (-2.0618, -1.6194, -3.5434)  0.128
H (0.8880, -0.7400, -3.1251)  0.112
H (0.1198, -1.3089, -4.6095)  0.126
H (-1.2699, 0.3441, -4.6854)  -0.052
H (-2.8948, 2.6658, -2.4026)  0.082
H (-1.2727, 2.2442, -1.8440)  0.125
H (-1.7764, 2.6937, 0.5254)  0.106
H (-3.4938, 3.1673, 0.0954)  0.094
H (-2.7704, 5.2372, -0.6085)  0.116
H (-1.6337, 4.4776, -1.7488)  0.104
H (-0.9606, 5.8542, 0.4727)  0.109
H (0.2481, 5.9058, -1.4964)  0.124
H (0.6608, 4.1613, -1.2977)  0.123
H (0.6578, 4.9540, 2.0424)  0.092
H (2.4977, 5.6069, 3.4637)  0.101
H (4.6081, 6.5177, 2.4936)  0.101
H (4.8431, 6.8619, 0.0076)  -0.002
H (2.9719, 7.2338, -1.8835)  0.041
H (-4.0603, -0.7625, -2.3737)  0.109
H (-3.1536, 0.2980, -3.4253)  0.079
H (-5.8583, 0.4173, -2.9931)  0.094
H (-5.9697, 1.6766, -0.7948)  0.078
H (-4.8965, 2.9400, -1.4290)  0.064
H (-6.4592, 2.6292, -2.1840)  0.075
H (3.1527, 0.4156, -2.6047)  0.112
H (2.6416, 2.5059, -0.7546)  0.100
C (-1.1642, -0.5802, 5.5734)  -1.078
Cl (0.1421, 0.3873, 4.8730)  0.530
Cl (-2.7197, -0.2098, 4.8095)  0.536
H (-0.9424, -1.6326, 5.4189)  -0.010
H (-1.2204, -0.3693, 6.6420)  -0.094
C (-6.3898, -5.2950, -2.4144)  -1.016
Cl (-5.8302, -6.4059, -3.6705)  0.536
Cl (-7.6884, -6.0122, -1.4523)  0.517
H (-5.5568, -5.0587, -1.7611)  -0.002
H (-6.7591, -4.3903, -2.8863)  0.029
C (-2.2230, 2.2940, -7.0299)  -1.017
Cl (-1.9364, 0.5747, -6.7200)  0.588
Cl (-1.6085, 2.7711, -8.6140)  0.525
H (-3.2906, 2.4813, -6.9948)  -0.015
H (-1.7176, 2.8755, -6.2651)  0.036
C (4.7919, 10.1672, -0.6753)  -1.007
Cl (3.3806, 9.8406, -1.7001)  0.561
Cl (5.2488, 8.7366, 0.2603)  0.664
H (5.6184, 10.4534, -1.3044)  -0.061
H (4.5491, 10.9728, 0.0095)  0.026
C (0.1631, -2.4260, 8.5920)  -0.968
Cl (0.1027, -0.6825, 8.2986)  0.585
Cl (-1.2776, -3.2388, 7.9663)  0.537
H (1.0391, -2.8330, 8.0956)  -0.009
H (0.2273, -2.5992, 9.6611)  0.029
C (4.2820, -8.3450, -1.8430)  -1.012
Cl (4.1104, -7.4030, -0.3569)  0.533
Cl (4.5397, -7.3019, -3.2465)  0.512
H (5.1336, -9.0092, -1.7396)  0.023
H (3.3769, -8.9239, -1.9972)  0.026
C (1.2127, -4.3987, 3.7970)  -0.940
Cl (0.3686, -3.0799, 2.9596)  0.707
Cl (2.2405, -3.7766, 5.0964)  0.500
H (0.4763, -5.0735, 4.2234)  0.004
H (1.8312, -4.9314, 3.0806)  0.035
C (8.2728, 11.4096, 1.1703)  -0.997
Cl (8.5035, 12.9823, 1.9389)  0.515
Cl (7.4530, 11.5661, -0.3905)  0.577
H (9.2427, 10.9501, 1.0110)  0.029
H (7.6682, 10.7852, 1.8206)  0.024
C (5.3989, -1.8819, 6.6030)  -1.010
Cl (6.0177, -2.9348, 5.3275)  0.502
Cl (4.0655, -2.6433, 7.4816)  0.480
H (6.2009, -1.6682, 7.3018)  0.025
H (5.0409, -0.9604, 6.1550)  0.029
C (-5.6699, -9.6299, -1.8299)  -1.047
Cl (-5.1060, -10.7383, -3.0866)  0.498
Cl (-6.9726, -10.3461, -0.8733)  0.496
H (-4.8396, -9.3952, -1.1713)  0.026
H (-6.0377, -8.7250, -2.3017)  -0.050
C (-3.0880, -5.2485, 1.4693)  -0.980
Cl (-3.4060, -3.5230, 1.6411)  0.637
Cl (-1.9125, -5.8154, 2.6618)  0.541
H (-4.0180, -5.7909, 1.6098)  0.027
H (-2.6935, -5.4375, 0.4744)  0.015

---

> Which formula does entry 3 have?

C40H63BBrCl22N3O10